Here is a cluster of 8 separate species, C28H48O24 in total at a distorted geometry from the OMol25 dataset. Energies are from ωB97M-V/def2-TZVPD.

Structure (XYZ):
```
100
Properties=species:S:1:pos:R:3:forces:R:3
C 6.16314 -3.43831 -3.71944 0.3779 -0.2491 -0.3017
C 4.77214 -2.86231 -3.46344 0.1736 -0.4001 -0.6717
C 4.13714 -3.01831 -2.05844 1.0690 0.4439 -1.8792
O 3.63114 -1.71231 -1.80344 0.0572 -0.5391 0.3464
C 4.31614 -0.83331 -2.58644 -0.5288 2.0437 0.2985
O 4.30614 0.35669 -2.40244 -0.0667 -1.3691 -0.1520
O 4.92914 -1.44731 -3.58744 0.0941 0.1278 0.3566
H 6.69714 -2.81331 -4.42544 -0.1658 0.5525 -0.1284
H 6.19814 -4.38231 -4.24844 -0.4607 -0.5333 0.3313
H 6.83614 -3.48631 -2.85844 -0.4642 -0.0378 0.2008
H 4.02614 -3.17231 -4.24144 0.7339 0.1753 0.5030
H 4.86414 -3.31231 -1.34544 0.7399 -0.0018 0.9447
H 3.43214 -3.79831 -2.15444 -1.4399 -0.4153 0.4106
C 2.81114 0.79169 0.61356 0.4680 0.1302 0.1762
C 1.63114 -0.03331 0.15456 2.0560 0.0201 -0.7804
C 1.48614 -1.41231 0.87656 1.3239 -1.1169 -3.6486
O 0.37714 -1.29031 1.70956 -0.5869 0.4685 -0.0080
C -0.14186 -0.05431 1.51456 -2.4788 2.3114 2.5066
O -1.02986 0.47569 2.19756 2.1585 -2.0420 -1.9013
O 0.48014 0.60969 0.55156 -1.7521 0.5785 0.8863
H 3.02514 0.63569 1.64056 0.1458 -0.3992 1.2324
H 2.54314 1.82569 0.57056 -0.2250 0.7837 -0.3879
H 3.75414 0.68469 0.08456 -0.2337 -0.3670 -0.4101
H 1.63214 0.09169 -0.94844 -0.0998 -1.2540 0.4919
H 2.36814 -1.76731 1.37456 0.4284 0.5448 0.9307
H 1.43214 -2.20331 0.05656 -0.9659 0.6357 0.9649
C 0.91714 -5.78831 1.81756 0.9754 0.5653 -1.0457
C 0.15314 -4.49231 1.82356 0.8417 -0.5385 -0.2011
C -0.70186 -4.19531 0.60456 0.2825 -0.5374 -0.8779
O -1.96086 -4.72831 1.00656 -0.5704 0.2532 -0.6283
C -2.01386 -4.81731 2.34956 -0.3948 0.7678 0.2455
O -3.00386 -4.92131 2.99956 -0.0129 -0.4697 -0.2046
O -0.78886 -4.67331 2.85656 -0.0008 0.8906 1.0399
H 0.21214 -6.57531 1.67156 -0.1970 -0.9008 -0.0919
H 1.50114 -5.90931 2.71856 -0.2717 -0.0856 0.4880
H 1.67114 -5.76531 1.02656 -0.1581 -0.2233 -0.2808
H 0.87014 -3.70731 1.98556 -0.1911 0.6572 0.7114
H -0.34586 -4.77331 -0.26144 -0.1802 0.0947 0.1761
H -0.76786 -3.13931 0.25856 -0.2029 -0.6450 0.7602
C -4.03986 2.41869 2.52256 0.5393 1.2360 0.5727
C -3.92086 3.69669 3.36756 -0.3583 -0.3001 -1.1708
C -2.70586 4.55269 2.95256 1.2280 -0.2757 2.5873
O -3.20286 5.77269 2.43156 0.9493 -0.4714 -0.2277
C -4.51086 5.75569 2.54056 -2.7089 2.3272 -1.3817
O -5.22786 6.69169 2.19756 1.3160 -1.7843 0.8945
O -4.96386 4.58769 2.96856 -1.2336 0.0635 0.6087
H -4.99386 1.95269 2.67456 -0.1416 -0.6795 0.3484
H -3.14486 1.88069 2.72656 0.3007 -1.3750 0.8612
H -3.89686 2.57469 1.47456 -0.3602 0.9205 -0.9109
H -4.06086 3.47269 4.45856 0.4815 0.3149 -1.0040
H -2.02586 4.01169 2.30456 -0.0633 0.2564 -0.5122
H -2.14986 4.84969 3.86456 0.0472 -0.3465 -0.5004
C -0.98086 -0.16731 7.15956 -0.3171 2.9527 -1.1191
O -0.90686 -0.88631 5.97656 -0.3112 -2.1080 -3.0763
C -1.80986 -0.68231 4.98256 -5.5938 4.8206 1.8333
O -2.72286 0.34269 5.01056 5.4076 -5.3075 -0.0408
O -1.90986 -1.68831 4.13656 1.0784 0.7733 0.5054
C -2.95486 -1.63431 3.16356 -1.4298 0.1882 0.0686
H -0.78886 0.87469 6.83956 -0.3478 -0.1171 0.7938
H -0.23286 -0.43131 7.85456 0.9696 -0.8809 0.3622
H -1.94286 -0.25131 7.59456 -0.9976 0.0015 0.4463
H -2.63886 -2.12931 2.25756 0.4419 0.0603 -0.1298
H -3.38686 -0.64831 2.97156 0.9030 0.1049 0.0747
H -3.80986 -2.18431 3.54556 0.1067 -0.4293 0.2602
C -0.65186 3.33169 -0.43444 -0.7410 0.2178 0.6426
O -1.19086 4.67269 -0.45444 -1.6846 0.8555 0.1892
C -2.51086 4.86469 -0.63044 -3.5505 -4.8402 -2.2966
O -3.34786 3.87569 -1.03044 4.3988 5.1832 2.4062
O -2.89986 6.13269 -0.44544 2.4682 -0.8438 -0.1341
C -4.22286 6.39469 -0.76544 -3.4055 0.1074 -1.3398
H -0.68486 2.92169 0.57456 -0.0329 0.2238 0.1130
H 0.35414 3.48269 -0.72944 0.9933 -0.0659 -0.2746
H -1.15086 2.62769 -1.06944 -0.4392 -0.0229 -0.5915
H -4.63286 7.44169 -0.66944 1.6208 -0.8032 0.5859
H -4.84486 5.76269 -0.12944 -0.1854 0.1381 -0.2781
H -4.47086 6.15969 -1.83344 0.5470 -0.2229 0.8225
C 1.05714 1.40869 -4.04744 -1.2300 -0.8278 -0.5748
O 1.85314 0.42069 -4.78744 2.2703 1.2284 -0.7388
C 3.09914 0.79569 -5.26444 0.7495 8.5411 2.4941
O 3.63814 2.10969 -5.13944 -3.5564 -8.0781 -0.8877
O 3.71914 -0.19931 -5.78044 0.7090 -1.0145 -0.4225
C 5.05414 -0.00831 -6.26344 0.9221 0.7526 -2.3082
H -0.00186 1.19969 -4.34044 0.9531 -0.3191 0.6831
H 1.16814 2.43069 -4.30544 1.0597 0.7938 -0.7208
H 1.22914 1.32169 -2.97844 -0.0606 -0.3573 -0.1047
H 5.08914 -0.03031 -7.37944 -0.7417 -0.2161 0.6668
H 5.76914 -0.76431 -5.98244 -0.4927 -0.5481 0.7927
H 5.49914 0.95769 -6.07144 -0.5013 0.2876 0.8186
C -3.12286 -0.10031 -0.50144 -1.3125 -1.0383 -0.1548
O -2.28086 -1.25131 -0.82944 2.1953 -0.0555 -1.8219
C -1.20486 -0.97931 -1.63344 0.5395 8.4298 -1.4673
O -0.90686 0.33369 -2.03544 -1.8840 -7.8256 2.2557
O -0.41986 -1.97931 -1.95844 -1.4872 -1.1368 1.3302
C 0.64614 -1.85731 -2.86044 2.0906 -0.9409 -1.8496
H -2.59886 0.55569 0.12956 0.8047 0.9823 0.5436
H -3.98186 -0.49731 0.06156 0.5651 -0.2847 -0.1012
H -3.56986 0.39069 -1.36044 0.6242 0.0039 -0.3299
H 0.31914 -1.82431 -3.92744 -0.0724 0.2349 0.9786
H 1.39814 -2.74131 -2.81344 -1.9554 0.8764 0.4544
H 1.31314 -1.04031 -2.64944 -0.3617 0.7206 0.0741
```
Forces are in eV/Å.

Output
HOMO energy (eV): -10.0
Largest force on an atom (eV/Å): 8.93
SMILES: C[C@H]1COC(=O)O1.C[C@H]1COC(=O)O1.C[C@H]1COC(=O)O1.C[C@H]1COC(=O)O1.COC(=O)OC.COC(=O)OC.COC(=O)OC.COC(=O)OC
2S+1: 1
Energy above the lowest of the compared OMol25 structures with the same formula, charge and spin (eV): 5.478
Frontier orbital gap (eV): 9.72